Below is a molecular structure, C3H5NO2 at a distorted geometry, with properties calculated with ωB97M-V with the def2-TZVPD basis set.

The net charge is 0. The calculation puts the electronic energy at -322.3646 a.u. The HOMO energy is -9.806 eV. For the LUMO energy, the calculation gives 0.5 eV. The calculation puts the gap between HOMO and LUMO at 10.31 eV.

Atoms and positions in Å:
C  0.21611  0.49669  0.79358
C  0.58506  -0.34826  -0.49660
C  -0.25142  -0.23095  -1.70934
H  -1.31347  -0.93358  0.72791
H  -1.11831  0.64506  2.50491
H  1.79437  -0.40855  -0.58828
H  -1.29687  0.45259  -1.86251
H  0.48786  -0.38901  -2.25660
N  -0.85793  -0.01974  1.38420
O  0.77838  1.51946  1.00572
O  -0.25919  -1.36110  -0.97330